{
  "formula": "C36H31AsClN2O5PRuS",
  "method": "the ωB97M-V functional and the def2-TZVPD basis",
  "elements": ["Ru", "O", "C", "O", "C", "C", "C", "C", "C", "N", "C", "O", "O", "H", "H", "H", "H", "C", "C", "O", "H", "H", "H", "Cl", "S", "C", "N", "C", "C", "As", "C", "C", "C", "C", "C", "C", "C", "C", "C", "C", "C", "C", "P", "C", "C", "C", "C", "C", "C", "C", "C", "C", "C", "C", "C", "H", "H", "H", "H", "H", "H", "H", "H", "H", "H", "H", "H", "H", "H", "H", "H", "H", "H", "H", "H", "H", "H", "H", "H"],
  "xyz": [[0.7781, 0.0704, 2.3256], [3.2619, -2.9835, 3.7947], [2.5653, -1.9000, 3.4397], [1.9351, -1.8426, 2.3984], [2.6425, -0.7599, 4.3908], [3.3688, -0.6798, 5.5649], [3.2808, 0.5000, 6.2969], [2.4702, 1.5395, 5.8549], [1.7667, 1.3828, 4.6722], [1.8894, 0.2577, 3.9786], [0.7608, 2.3789, 4.0828], [0.5486, 3.4066, 4.7074], [0.2124, 1.9943, 2.9882], [3.0895, -3.6541, 3.1168], [3.9751, -1.5119, 5.8920], [3.8368, 0.6007, 7.2198], [2.3550, 2.4644, 6.4024], [-1.8789, -0.1269, 3.8931], [-0.5598, -0.7972, 3.5269], [-0.2980, -1.8483, 4.1066], [-2.5696, -0.8646, 4.3060], [-2.3261, 0.4044, 3.0556], [-1.6663, 0.6212, 4.6630], [2.7996, 0.8473, 0.9525], [3.2770, 3.3600, 1.8369], [2.0652, 3.9896, 0.8887], [1.2307, 4.4361, 0.2177], [0.1890, 0.0856, -1.1777], [0.3579, 1.5701, -1.4702], [0.6063, 2.0596, -3.3606], [-0.9053, 1.0325, -4.0774], [-2.1166, 1.7133, -4.1759], [-3.2730, 1.0607, -4.5814], [-3.2307, -0.2869, -4.9069], [-2.0276, -0.9752, -4.8235], [-0.8752, -0.3205, -4.4102], [2.0790, 0.8571, -3.8191], [2.2274, 0.3908, -5.1243], [3.3202, -0.3855, -5.4825], [4.2903, -0.6963, -4.5392], [4.1614, -0.2218, -3.2420], [3.0654, 0.5523, -2.8831], [-0.5458, -0.2166, 0.4865], [-2.0981, 0.7214, 0.2533], [-2.2502, 1.9284, 0.9316], [-3.3469, 2.7414, 0.6692], [-4.2913, 2.3577, -0.2706], [-4.1371, 1.1604, -0.9602], [-3.0428, 0.3505, -0.7037], [-1.0817, -1.9606, 0.3426], [-0.2033, -2.8930, -0.2088], [-0.5259, -4.2414, -0.2329], [-1.7276, -4.6801, 0.3063], [-2.6003, -3.7619, 0.8713], [-2.2790, -2.4125, 0.8891], [1.1568, -0.4178, -1.1984], [-0.4618, -0.3964, -1.9112], [1.1975, 1.9919, -0.9185], [-0.5157, 2.1478, -1.1619], [-2.1592, 2.7666, -3.9198], [-4.2067, 1.6065, -4.6412], [-4.1302, -0.8000, -5.2236], [-1.9867, -2.0293, -5.0698], [0.0538, -0.8732, -4.3380], [1.4764, 0.6288, -5.8703], [3.4148, -0.7461, -6.4997], [5.1437, -1.3030, -4.8157], [4.9130, -0.4537, -2.4976], [2.9890, 0.9084, -1.8622], [-1.4954, 2.2403, 1.6463], [-3.4498, 3.6813, 1.1960], [-5.1434, 2.9943, -0.4757], [-4.8611, 0.8635, -1.7091], [-2.9198, -0.5729, -1.2596], [0.7478, -2.5661, -0.6117], [0.1653, -4.9515, -0.6701], [-1.9790, -5.7333, 0.2922], [-3.5335, -4.0956, 1.3074], [-2.9649, -1.7049, 1.3397]],
  "atomic_forces_ev_per_a": [[-0.117, -0.078, 0.008], [-0.074, 0.086, -0.044], [-0.083, 0.060, -0.096], [0.103, -0.060, 0.161], [-0.028, -0.002, -0.047], [0.001, 0.012, -0.008], [-0.023, 0.013, -0.028], [0.009, -0.021, -0.001], [0.000, -0.040, -0.013], [0.055, -0.005, 0.028], [0.047, -0.002, -0.008], [-0.001, 0.010, 0.005], [-0.017, -0.032, 0.083], [0.003, 0.000, -0.003], [0.002, -0.004, 0.000], [0.000, 0.002, 0.001], [0.003, 0.005, 0.005], [-0.005, 0.001, 0.015], [-0.027, 0.079, -0.040], [0.057, -0.063, 0.048], [-0.009, -0.013, 0.004], [-0.009, 0.003, -0.018], [0.004, 0.027, -0.026], [0.110, 0.045, -0.024], [-0.013, -0.010, -0.021], [-0.020, 0.026, 0.046], [0.007, -0.004, -0.027], [0.026, -0.038, -0.022], [0.008, -0.016, 0.016], [0.044, -0.005, -0.024], [-0.007, -0.019, 0.010], [-0.002, 0.000, 0.007], [0.008, 0.003, -0.006], [0.002, 0.002, -0.003], [-0.002, 0.005, 0.003], [-0.004, -0.003, -0.003], [0.001, 0.001, 0.003], [0.008, 0.016, -0.009], [-0.001, 0.008, -0.006], [0.002, -0.005, 0.007], [0.009, -0.007, -0.006], [-0.026, 0.002, -0.020], [-0.015, 0.026, 0.046], [-0.017, 0.001, -0.006], [0.032, 0.024, 0.002], [0.004, -0.010, -0.011], [0.002, -0.010, 0.005], [-0.004, 0.002, 0.002], [-0.005, -0.013, 0.005], [0.074, 0.001, -0.093], [-0.027, 0.001, 0.001], [-0.018, -0.014, 0.005], [0.015, 0.000, -0.014], [-0.004, 0.013, 0.006], [-0.017, 0.002, 0.046], [0.013, 0.015, -0.025], [-0.010, 0.002, 0.020], [-0.011, -0.008, 0.027], [0.001, 0.009, -0.044], [-0.004, 0.003, 0.003], [-0.003, 0.001, 0.003], [-0.004, -0.002, -0.001], [-0.001, -0.003, 0.000], [-0.020, -0.003, 0.015], [0.012, 0.003, 0.003], [0.000, -0.001, -0.002], [0.004, -0.002, -0.001], [0.000, 0.001, 0.006], [-0.009, 0.003, 0.034], [-0.016, -0.017, 0.028], [-0.001, 0.008, 0.003], [-0.007, 0.004, 0.000], [-0.005, 0.001, -0.001], [0.005, -0.004, -0.002], [0.000, -0.002, -0.004], [0.004, -0.006, 0.000], [-0.001, -0.005, 0.000], [-0.005, -0.004, -0.002], [0.001, 0.009, 0.002]],
  "mulliken_spin": [-0.008, 0.000, 0.003, -0.004, -0.004, -0.002, 0.000, 0.000, -0.002, 0.008, 0.014, 0.001, 0.008, 0.000, 0.000, 0.000, 0.000, 0.000, 0.001, 0.001, 0.000, 0.000, 0.000, 0.250, 0.650, -0.087, 0.155, -0.012, 0.023, -0.001, 0.000, 0.000, 0.000, 0.000, 0.000, 0.000, -0.002, 0.000, 0.000, 0.000, -0.004, 0.005, 0.012, 0.000, 0.003, 0.000, 0.000, 0.000, -0.002, -0.007, -0.001, 0.001, 0.000, 0.000, 0.001, 0.009, 0.002, -0.010, -0.006, 0.000, 0.000, 0.000, 0.000, 0.000, 0.000, 0.000, 0.000, -0.001, 0.001, -0.001, 0.000, 0.000, 0.000, 0.000, 0.004, 0.000, 0.000, 0.000, 0.000],
  "orbital_gap_ev": [6.760, 5.955],
  "s_squared": 0.757,
  "charge": -1,
  "multiplicity": 2,
  "e_above_lowest_kcal_mol": 37.7,
  "energy_ha": -5406.71725
}